C29H39CrN5OS2Si | ωB97M-V with the def2-TZVPD basis set

Results
Kohn-Sham gap (alpha / beta)   6.42 / 6.94 eV
Electronic energy   -3607.89870 hartree
Largest force on an atom   0.81 eV/A
Multiplicity   5
Total charge   0

```
78
Properties=species:S:1:pos:R:3:lowdin_spin:R:1
Cr -0.0139 0.1541 0.0315 3.737
C -2.0434 -0.5024 3.8632 0.004
C -1.6366 0.1224 2.5581 0.034
N -0.6308 -0.3145 1.8934 -0.001
N -0.0050 -1.4762 2.4161 0.015
C 1.1939 -1.6536 1.9667 0.009
S 2.1010 -0.6239 0.8830 0.018
S 1.9002 -3.1930 2.5236 0.002
C 3.4762 -2.5763 3.2067 -0.001
C 3.3055 -1.8666 4.5231 0.000
C 3.4628 -2.5521 5.7238 0.000
C 3.2706 -1.9105 6.9395 0.000
C 2.9089 -0.5700 6.9678 0.000
C 2.7456 0.1212 5.7739 0.000
C 2.9449 -0.5211 4.5586 0.000
C -2.4269 1.2669 2.0557 0.006
C -3.2757 1.9256 2.9647 0.004
C -4.0588 2.9983 2.6095 0.004
C -4.0158 3.4468 1.2850 0.005
C -3.2072 2.8276 0.3639 0.001
C -2.3813 1.7287 0.7078 0.011
O -1.6614 1.1894 -0.2371 0.037
H -1.6484 -1.5086 3.9388 0.000
H -3.1257 -0.5078 3.9673 0.001
H -1.6255 0.0715 4.6948 0.002
H 3.9226 -1.9323 2.4508 -0.001
H 4.0885 -3.4712 3.3169 0.000
H 3.7336 -3.6027 5.7045 0.000
H 3.4062 -2.4561 7.8649 0.000
H 2.7617 -0.0658 7.9148 0.000
H 2.4665 1.1679 5.7867 0.000
H 2.8202 0.0224 3.6280 0.000
H -3.2959 1.5919 3.9932 0.000
H -4.6860 3.4872 3.3428 0.000
H -4.6158 4.2977 0.9821 0.000
H -3.1565 3.1761 -0.6611 0.000
N -2.9256 -3.0797 -2.6989 0.000
C -3.8004 -1.8935 -2.3507 0.000
C -3.0365 -1.0538 -1.3429 0.002
N -2.6128 -1.8077 -0.1744 0.012
C -1.9320 -3.0411 -0.5041 0.003
C -2.6831 -3.9288 -1.4703 0.000
H -2.0063 -2.7286 -3.0333 0.000
H -3.3312 -3.6283 -3.4519 0.000
H -4.7250 -2.2989 -1.9395 0.000
H -4.0147 -1.3480 -3.2681 0.000
H -3.6157 -0.1820 -1.0473 0.000
H -2.1367 -0.6702 -1.8380 0.001
H -3.3143 -1.9366 0.5414 0.000
H -1.6674 -3.5785 0.4067 0.000
H -1.0053 -2.7894 -1.0012 0.002
H -3.6573 -4.2451 -1.0984 0.000
H -2.1001 -4.7971 -1.7720 0.000
C 1.3532 1.6434 -4.1943 0.002
Si 0.0875 1.5519 -2.8256 0.010
C 0.4950 2.9056 -1.6085 0.013
C -1.5957 1.9200 -3.5636 0.001
N 0.1692 0.0132 -2.0312 0.020
C 0.2475 -1.1711 -2.7122 0.008
C 0.8850 -2.3160 -2.1708 0.009
C 0.9155 -3.5344 -2.8322 0.001
C 0.2990 -3.7109 -4.0733 0.007
C -0.3187 -2.6010 -4.6454 0.001
C -0.3431 -1.3713 -3.9938 0.004
H 1.1643 2.5011 -4.8488 0.000
H 1.3603 0.7420 -4.8151 0.000
H 2.3553 1.7554 -3.7680 0.000
H 0.9610 3.7504 -2.1268 0.001
H 1.2033 2.5575 -0.8478 0.007
H -0.3983 3.2666 -1.0944 0.000
H -1.5940 2.8841 -4.0860 0.000
H -2.3405 1.9633 -2.7626 0.000
H -1.9108 1.1608 -4.2846 0.000
H 1.4025 -2.2136 -1.2189 0.003
H 1.4403 -4.3629 -2.3671 0.000
H 0.3425 -4.6583 -4.5956 0.001
H -0.7746 -2.6843 -5.6269 0.000
H -0.8423 -0.5419 -4.4748 0.000
```